Formula: C43H43IrN3O4P3Se2
Source: the Open Molecules 2025 dataset
Level of theory: wB97M-V/def2-TZVPD

Element x y z (Å)
H (3.867, -2.823, -0.198)
H (-1.724, -2.694, -1.757)
C (-4.890, 0.171, -1.178)
C (3.798, 0.885, 4.210)
H (4.880, 2.964, -1.388)
H (4.889, -0.132, 5.738)
H (-0.019, 0.080, 4.790)
C (0.603, -3.167, 2.789)
H (4.364, 0.452, 3.398)
H (-2.365, -1.430, 4.453)
H (-1.082, -2.429, -6.656)
C (4.826, 3.059, -0.314)
H (-2.870, -4.283, -3.247)
P (-3.167, 0.073, -1.732)
H (0.346, -0.435, -6.355)
C (2.453, 2.074, 2.473)
C (3.651, 2.639, 1.742)
C (3.745, 2.523, 0.361)
C (0.230, -0.524, -5.284)
C (-2.190, 1.792, -3.725)
H (1.530, 1.110, -4.734)
C (-4.131, 0.978, -5.551)
C (4.088, 0.559, 5.522)
C (-2.190, 2.298, -5.012)
C (0.705, 0.105, -3.042)
H (-4.743, -1.682, -0.114)
C (-0.754, -1.639, -3.352)
C (0.566, -0.783, 4.475)
O (2.549, -0.281, 1.744)
C (3.356, 1.125, 6.555)
C (2.334, 2.016, 6.274)
H (2.360, -3.912, 1.789)
C (1.906, 0.745, 1.911)
N (-0.078, -0.809, -2.523)
H (-3.154, 2.296, -6.924)
C (-3.178, 0.887, -3.347)
O (2.269, 1.811, -2.551)
C (-1.599, -2.636, -2.830)
C (-0.596, -1.542, -4.766)
C (3.260, -1.944, -0.410)
H (-4.892, -0.242, -3.963)
Ir (-0.069, -0.540, 0.002)
P (1.618, -2.156, 0.344)
C (1.521, 0.976, -2.085)
C (1.881, -2.950, 1.993)
H (1.239, 3.037, 4.754)
H (-4.886, 0.670, -6.258)
C (-5.682, 1.270, -1.497)
C (2.766, 1.776, 3.925)
N (1.275, 2.897, 2.292)
H (3.749, -1.054, -0.029)
H (1.267, 3.895, 2.416)
H (-1.443, 3.023, -5.298)
H (1.770, 2.466, 7.078)
H (0.987, -3.436, -1.651)
H (4.575, 3.440, 3.510)
H (0.126, -4.020, -0.228)
H (3.587, 0.875, 7.578)
C (0.228, 2.187, 1.822)
Se (-1.887, -1.867, 0.715)
O (-0.875, 2.634, 1.534)
C (-1.776, -2.269, 4.086)
H (0.690, -1.470, 5.310)
O (1.356, 0.711, -0.858)
N (0.599, 0.871, 1.709)
C (-6.964, 1.347, -0.989)
P (-0.359, -1.617, 3.121)
H (6.494, 4.379, 2.310)
H (3.128, -1.849, -1.487)
H (-7.578, 2.205, -1.220)
C (-6.666, -0.756, 0.139)
C (5.820, 3.723, 0.385)
H (6.662, 4.148, -0.139)
H (-1.414, -2.849, 4.933)
H (-1.449, 2.115, -3.001)
C (4.644, 3.322, 2.438)
H (-8.464, 0.405, 0.207)
C (1.087, -3.662, -0.592)
C (-5.379, -0.839, -0.358)
H (-7.051, -1.539, 0.774)
H (-5.294, 2.062, -2.122)
H (-2.488, -4.207, -5.687)
H (-0.078, -3.832, 2.251)
C (-2.025, -3.468, -5.051)
C (-1.240, -2.487, -5.591)
Se (-1.970, 1.206, -0.251)
H (1.833, -4.446, -0.475)
H (0.842, -3.616, 3.759)
C (-4.139, 0.469, -4.269)
H (-2.406, -2.889, 3.451)
C (-2.227, -3.522, -3.663)
C (5.725, 3.855, 1.761)
C (0.877, 0.311, -4.420)
C (-3.153, 1.890, -5.924)
C (2.036, 2.340, 4.962)
C (-7.459, 0.335, -0.181)
H (1.537, -0.445, 4.130)
H (2.975, 2.011, -0.192)
H (2.573, -2.326, 2.554)

The expectation value of S² is 1.1663. As for the charge: +1. Its largest force on an atom is 0.085 Eh/bohr. Its relative energy (zero: lowest compared OMol25 entry of this formula, charge and spin) is 515.8 kJ/mol. The calculation puts the HOMO energy (spin up / spin down) at -9.9 / -10.2 eV. The value obtained for the total energy is -8060.738897 Ha. For the HOMO-LUMO gap (spin up / spin down), the calculation gives 4.357 / 4.890 eV. Its multiplicity is 2.

The molecule's Löwdin atomic charges, reported in e, are given here: 0.0641, 0.0036, -0.4446, -0.0434, 0.1073, 0.1085, 0.0613, -0.3893, 0.1280, 0.0539, 0.1194, -0.0547, 0.1127, 0.7217, 0.1289, -0.2559, -0.1366, -0.0032, 0.0284, -0.1081, 0.1276, -0.0631, -0.0605, -0.0675, -0.1811, 0.0562, -0.2426, -0.2010, -0.0520, -0.0779, -0.0713, 0.0960, -0.4741, 0.1104, 0.1092, -0.4250, 0.0902, -0.0830, -0.1389, -0.1937, 0.1120, 0.6445, 0.7634, -0.5942, -0.3585, 0.1149, 0.1108, -0.0878, -0.1954, 0.1902, 0.0443, 0.1763, 0.1139, 0.1078, 0.0336, 0.1178, 0.0168, 0.1050, -0.5731, 0.3708, -0.1116, -0.2846, 0.0693, -0.2189, 0.0511, -0.0640, 0.8294, 0.1063, 0.0561, 0.1107, -0.0688, -0.0756, 0.1045, 0.0500, 0.0847, -0.0252, 0.1095, -0.2491, -0.1171, 0.1082, 0.1121, 0.1116, 0.0666, -0.0566, -0.0164, 0.6485, 0.0529, 0.0972, -0.0954, 0.0175, -0.0497, -0.0692, 0.0223, -0.0620, -0.0310, -0.0648, 0.0184, 0.0837, 0.0766



Formula: C8H10BeN5O4S3
Source: the Open Molecules 2025 dataset
Level of theory: wB97M-V/def2-TZVPD

Element x y z (Å)
C (-2.130, 1.478, -0.109)
H (-1.345, 2.223, -0.088)
O (-0.062, -0.551, -2.306)
O (-0.912, 1.639, -3.005)
C (-4.411, 0.801, -0.086)
N (2.199, -0.650, 3.244)
H (3.950, -1.688, -0.337)
H (-5.466, 1.049, -0.060)
C (-2.639, -0.801, -0.234)
S (-1.903, -2.344, -0.414)
C (3.099, -0.731, 1.370)
C (4.065, -0.771, 0.245)
H (-3.748, 2.863, 0.014)
C (1.134, -0.666, 2.407)
C (-4.013, -0.513, -0.178)
N (1.738, -0.733, 1.184)
H (2.130, -0.593, 4.241)
H (3.905, 0.074, -0.429)
H (5.074, -0.729, 0.649)
S (-0.473, -0.574, 2.831)
H (-4.721, -1.328, -0.229)
O (1.137, 1.477, -1.699)
Be (-0.408, -0.776, -0.756)
C (-3.457, 1.823, -0.045)
N (1.126, -0.747, -0.061)
S (0.259, 0.822, -2.870)
N (3.413, -0.689, 2.626)
H (1.820, -1.066, -0.726)
O (1.115, 0.705, -4.016)
N (-1.729, 0.204, -0.183)
H (1.251, 0.792, -0.978)

As for the charge: -1. Its largest force on an atom is 0.015 Eh/bohr. The calculation puts the HOMO energy at -4.6 eV. The value obtained for the total energy is -2095.156860 Ha. For the HOMO-LUMO gap, the calculation gives 7.593 eV.

The molecule's Löwdin atomic charges, reported in e, are given here: -0.1098, 0.1220, -0.3186, -0.2944, -0.0798, -0.0137, 0.0854, 0.0996, -0.7459, 0.6671, -0.3549, -0.0112, 0.0950, -0.8340, -0.0904, -0.0813, 0.1300, 0.0866, 0.0792, 0.5423, 0.0974, -0.2079, -0.1178, -0.0757, 0.0128, 0.4449, 0.0894, 0.0687, -0.3016, -0.0121, 0.0285



Formula: C9H14ClN3
Source: the Open Molecules 2025 dataset
Level of theory: wB97M-V/def2-TZVPD

Element x y z (Å)
H (2.427, -1.342, 0.197)
H (-1.912, -0.313, -0.873)
H (0.050, -1.290, -2.386)
H (-1.046, 0.493, 0.963)
C (0.991, -0.927, 1.644)
H (-0.582, 2.275, 2.542)
C (0.203, 1.211, -0.688)
N (2.745, 0.177, -2.655)
N (0.371, -1.171, 2.580)
H (-2.011, -1.826, -1.723)
C (1.945, 0.018, -1.843)
N (-1.764, -2.097, 0.307)
H (0.971, 1.661, 2.001)
H (-0.436, 1.313, -1.564)
Cl (-2.117, 2.385, 0.120)
C (0.916, -0.162, -0.795)
H (0.306, 3.185, 1.325)
H (2.394, 0.319, 0.745)
C (1.758, -0.522, 0.469)
H (-2.647, -2.576, 0.199)
C (0.072, 2.182, 1.676)
H (0.404, -2.277, -0.988)
H (0.945, 2.008, -0.747)
C (-0.007, -1.314, -1.298)
H (-1.848, -1.515, 1.131)
C (-1.488, -1.318, -0.911)
C (-0.644, 1.420, 0.572)

As for the charge: 0. Its largest force on an atom is 0.008 Eh/bohr. The calculation puts the HOMO energy at -9.8 eV. The value obtained for the total energy is -975.779279 Ha. For the HOMO-LUMO gap, the calculation gives 10.363 eV.

The molecule's Löwdin atomic charges, reported in e, are given here: 0.1347, 0.0800, 0.1168, 0.0554, -0.2240, 0.0819, -0.1699, 0.1866, 0.1849, 0.1154, -0.2027, 0.0107, 0.0653, 0.1072, 0.6099, -0.4033, 0.0798, 0.1317, -0.1047, 0.0650, -0.1263, 0.1254, 0.1280, -0.1149, 0.0401, -0.2593, -0.7136



Formula: C3H7NO2P2
Source: the Open Molecules 2025 dataset
Level of theory: wB97M-V/def2-TZVPD

Element x y z (Å)
N (0.970, -0.324, 0.216)
O (1.394, -2.820, 0.211)
C (-1.238, -0.507, -1.111)
H (-0.047, 1.251, 1.671)
H (-0.631, -1.291, -1.786)
H (-2.210, -0.814, -0.967)
H (-1.703, 0.997, 1.305)
P (2.073, 1.800, -0.231)
H (-1.251, 0.355, -1.667)
C (-0.506, -0.287, 0.190)
P (2.021, -1.549, -0.018)
H (-0.872, 1.799, 0.176)
H (-0.614, -1.153, 0.954)
C (-0.786, 1.081, 0.879)
O (3.402, 1.463, 0.178)

The expectation value of S² is 2.0235. As for the charge: 0. Its largest force on an atom is 0.096 Eh/bohr. The calculation puts the HOMO energy (spin up / spin down) at -6.5 / -9.8 eV. The value obtained for the total energy is -1006.320092 Ha. For the HOMO-LUMO gap (spin up / spin down), the calculation gives 6.233 / 6.080 eV. Its multiplicity is 3.

The molecule's Löwdin atomic charges, reported in e, are given here: -0.3489, -0.3880, -0.0459, 0.0718, 0.1324, 0.0521, 0.0476, 0.6878, 0.0417, -0.4798, 0.8072, 0.0226, 0.1496, -0.0969, -0.6533